Entry 1:
# C4H2Cl2O

An isolated molecule of C4H2Cl2O (ωB97M-V with the def2-TZVPD basis set, the OMol25 dataset).

Geometry (Å):
C (0.857, -0.820, 0.347)
C (0.694, -0.080, -0.762)
C (-0.365, -0.289, 0.992)
C (-0.575, 0.583, -0.292)
O (-0.959, -0.425, 2.009)
Cl (-2.019, 0.192, -1.240)
Cl (-0.457, 2.333, -0.040)
H (1.590, -1.535, 0.668)
H (1.234, 0.041, -1.681)

Atoms 1-2, force components in eV/Å:
C 0.21 -0.06 -0.17
C -0.23 -0.13 0.52

Calculated values
E: -31271.1493 eV
LUMO energy: -0.09 eV
Structure (SMILES): O=C1C=CC1(Cl)Cl
ΔE to the lowest compared entry with this formula, charge and spin: 3.1 kJ/mol
Net charge: 0

Mulliken population analysis, charges in e, atoms 1 to 5: atom 1 (C): -0.30, atom 2 (C): -0.69, atom 3 (C): 0.02, atom 4 (C): 0.94, atom 5 (O): -0.50



Entry 2:
# C4H2Cl2O2

An isolated molecule of C4H2Cl2O2 (ωB97M-V with the def2-TZVPD basis set, the OMol25 dataset).

Geometry (Å):
C (-1.298, 1.034, 0.339)
C (-0.449, 0.874, -0.688)
C (1.059, -0.398, 0.615)
C (0.162, -0.710, -0.354)
O (-2.259, 0.874, 0.972)
O (0.094, 1.565, -1.514)
Cl (2.672, 0.103, 0.356)
Cl (-1.091, -1.837, 0.018)
H (0.735, -0.706, 1.660)
H (0.376, -0.799, -1.403)

Atoms 1-2, force components in eV/Å:
C -1.90 0.87 2.47
C 1.44 -0.93 -1.17

Calculated values
E: -33315.8987 eV
LUMO energy (alpha / beta): -1.13 / -1.02 eV
ΔE to the lowest compared entry with this formula, charge and spin: 360.5 kJ/mol
Net charge: 0

Mulliken population analysis, charges in e, atoms 1 to 5: atom 1 (C): 0.33, atom 2 (C): 0.40, atom 3 (C): -0.33, atom 4 (C): -0.02, atom 5 (O): -0.30



Entry 3:
# C4H2Cl2OS

An isolated molecule of C4H2Cl2OS (ωB97M-V with the def2-TZVPD basis set, the OMol25 dataset).

Geometry (Å):
C (-0.517, -0.333, -0.652)
C (0.552, -0.126, 1.216)
C (0.870, 0.966, 0.545)
C (0.204, 0.824, -0.728)
H (-1.897, -2.172, -0.842)
H (1.478, 1.744, 0.985)
O (-0.312, -0.956, 0.537)
S (-1.534, -1.264, -1.773)
Cl (1.018, -0.571, 2.744)
Cl (0.137, 1.887, -2.032)

Atoms 1-2, force components in eV/Å:
C -0.14 -0.53 -0.53
C -0.91 -1.05 -0.02

Calculated values
E: -42106.8964 eV
LUMO energy: 0.64 eV
Structure (SMILES): Sc1oc(Cl)cc1Cl
ΔE to the lowest compared entry with this formula, charge and spin: 14.7 kJ/mol
Net charge: 0

Mulliken population analysis, charges in e, atoms 1 to 5: atom 1 (C): 0.11, atom 2 (C): 0.32, atom 3 (C): -0.48, atom 4 (C): 0.46, atom 5 (H): 0.16



Entry 4:
# C4H2Cl3N

A structure of composition C4H2Cl3N (ωB97M-V with the def2-TZVPD basis set, the OMol25 dataset).

Geometry (Å):
C (-2.281, 0.781, 0.528)
C (-1.004, 1.001, 0.129)
C (0.188, -0.624, 0.267)
C (1.537, -0.479, -0.217)
N (-3.384, 0.532, 0.777)
Cl (-0.206, 2.445, -0.104)
Cl (-0.654, -2.041, 0.423)
Cl (1.723, -1.091, -1.938)
H (1.851, 0.562, -0.234)
H (2.230, -1.085, 0.369)

Atoms 1-2, force components in eV/Å:
C -0.79 0.12 -0.01
C 4.18 -4.17 0.10

Calculated values
E: -43232.9002 eV
LUMO energy (alpha / beta): -1.26 / -1.57 eV
ΔE to the lowest compared entry with this formula, charge and spin: 397.6 kJ/mol
Net charge: 0

Mulliken population analysis, charges in e, atoms 1 to 5: atom 1 (C): 0.28, atom 2 (C): 0.10, atom 3 (C): 0.09, atom 4 (C): -0.28, atom 5 (N): -0.34



Entry 5:
# C4H2Cl4

An isolated molecule of C4H2Cl4 (ωB97M-V with the def2-TZVPD basis set, the OMol25 dataset).

Geometry (Å):
C (0.605, 0.834, 0.410)
C (-0.629, 1.073, 0.826)
C (0.578, -0.389, -0.494)
C (-0.820, -0.908, -0.347)
Cl (1.977, 1.746, 0.739)
Cl (-1.475, 2.018, 1.823)
Cl (1.610, -1.630, 0.130)
Cl (-1.766, -0.877, -1.771)
H (0.834, -0.132, -1.626)
H (-0.915, -1.736, 0.309)

Atoms 1-2, force components in eV/Å:
C -1.36 -0.62 -0.74
C 0.15 -3.85 -2.10

Calculated values
E: -54266.2025 eV
LUMO energy (alpha / beta): -0.58 / -0.67 eV
ΔE to the lowest compared entry with this formula, charge and spin: 227.9 kJ/mol
Net charge: 0

Mulliken population analysis, charges in e, atoms 1 to 5: atom 1 (C): 0.27, atom 2 (C): -0.18, atom 3 (C): 0.25, atom 4 (C): -0.42, atom 5 (Cl): -0.17



Entry 6:
# C4H2Cl5N

A structure of composition C4H2Cl5N (ωB97M-V with the def2-TZVPD basis set, the OMol25 dataset).

Geometry (Å):
C (1.743, 0.294, 0.065)
C (0.765, 0.538, -0.723)
C (-0.456, -0.640, 1.385)
C (0.402, -0.421, -1.772)
N (2.441, 0.066, 0.981)
Cl (-1.286, 0.552, 2.196)
Cl (0.934, -1.193, 2.189)
Cl (0.594, -2.168, -1.353)
Cl (1.443, -0.083, -3.287)
Cl (-1.307, -0.162, -2.148)
H (0.092, 1.379, -0.517)
H (-0.981, -1.285, 0.617)

Atoms 1-2, force components in eV/Å:
C 4.31 -0.26 3.66
C -4.42 0.22 -1.39

Calculated values
E: -68278.1335 eV
LUMO energy (alpha / beta): -1.75 / -1.12 eV
ΔE to the lowest compared entry with this formula, charge and spin: 319.6 kJ/mol
Net charge: 0

Mulliken population analysis, charges in e, atoms 1 to 5: atom 1 (C): 0.71, atom 2 (C): -0.97, atom 3 (C): -0.02, atom 4 (C): 0.55, atom 5 (N): -0.59



Entry 7:
# C4H2ClF3

An isolated molecule of C4H2ClF3 (ωB97M-V with the def2-TZVPD basis set, the OMol25 dataset).

Geometry (Å):
C (-1.723, 0.125, 0.084)
C (-1.001, 1.082, -0.498)
C (0.382, 1.354, -0.108)
C (1.349, 0.403, 0.040)
H (-1.498, 1.694, -1.280)
H (0.660, 2.364, 0.169)
F (-1.308, -0.728, 0.999)
F (-2.987, -0.130, -0.230)
F (2.571, 0.785, 0.457)
Cl (1.313, -1.246, -0.414)

Atoms 1-2, force components in eV/Å:
C -0.07 0.17 -0.62
C -0.53 -0.14 -0.15

Calculated values
E: -24853.8334 eV
LUMO energy: 0.75 eV
Structure (SMILES): FC(F)=C/C=C(/F)Cl
ΔE to the lowest compared entry with this formula, charge and spin: 7.7 kJ/mol
Net charge: 0

Mulliken population analysis, charges in e, atoms 1 to 5: atom 1 (C): 0.48, atom 2 (C): -0.40, atom 3 (C): -0.26, atom 4 (C): 0.32, atom 5 (H): 0.30



Entry 8:
# C4H2F2

An isolated molecule of C4H2F2 (ωB97M-V with the def2-TZVPD basis set, the OMol25 dataset).

Geometry (Å):
C (-2.039, -0.962, -1.479)
C (-1.069, -0.573, -0.925)
C (0.226, 0.117, -0.363)
C (0.542, 0.236, 1.019)
F (0.318, 1.355, 1.615)
F (1.037, -0.694, 1.831)
H (1.071, -0.531, -0.883)
H (-0.085, 1.052, -0.816)

Atoms 1-2, force components in eV/Å:
C -2.28 -0.94 -1.29
C 3.01 0.69 2.54

Calculated values
E: -9607.3086 eV
LUMO energy (alpha / beta): 0.45 / -2.74 eV
ΔE to the lowest compared entry with this formula, charge and spin: 521.5 kJ/mol
Net charge: 0

Mulliken population analysis, charges in e, atoms 1 to 5: atom 1 (C): 0.32, atom 2 (C): -0.51, atom 3 (C): -0.26, atom 4 (C): 0.42, atom 5 (F): -0.20



Entry 9:
# C4H2F2O

An isolated molecule of C4H2F2O (ωB97M-V with the def2-TZVPD basis set, the OMol25 dataset).

Geometry (Å):
C (0.116, -1.129, -1.339)
C (0.817, 0.986, 0.412)
C (0.180, -0.048, -0.230)
C (-0.514, 0.559, 0.917)
O (0.633, -1.579, -2.333)
F (-1.576, 1.446, 0.775)
F (-0.545, -0.081, 2.081)
H (-0.782, -1.578, -0.889)
H (1.671, 1.423, 0.607)

Atoms 1-2, force components in eV/Å:
C -2.14 -0.87 1.72
C -5.92 -5.21 -1.88

Calculated values
E: -11658.5811 eV
LUMO energy: -0.97 eV
Structure (SMILES): O=CC1=CC1(F)F
ΔE to the lowest compared entry with this formula, charge and spin: 285.9 kJ/mol
Net charge: 0

Mulliken population analysis, charges in e, atoms 1 to 5: atom 1 (C): 0.11, atom 2 (C): -0.51, atom 3 (C): 0.09, atom 4 (C): 0.59, atom 5 (O): -0.44



Entry 10:
# C4H2F2O

A cluster of 2 separate species, C4H2F2O in total (ωB97M-V with the def2-TZVPD basis set, the OMol25 dataset).

Geometry (Å):
C (-1.677, -1.261, -1.419)
C (-1.322, -0.623, -0.322)
C (-0.984, -0.573, 1.167)
C (-1.119, 0.531, 0.526)
O (2.250, 0.717, -0.564)
F (-1.108, -1.282, 2.266)
F (-1.030, 1.802, 0.436)
H (1.919, -0.016, -1.090)
H (3.071, 0.705, -1.000)

Atoms 1-2, force components in eV/Å:
C 0.44 0.51 0.89
C -0.28 -0.90 -0.13

Calculated values
E: -11654.7374 eV
LUMO energy: -0.88 eV
ΔE to the lowest compared entry with this formula, charge and spin: 656.7 kJ/mol
Net charge: 0

Mulliken population analysis, charges in e, atoms 1 to 5: atom 1 (C): -0.24, atom 2 (C): 0.08, atom 3 (C): 0.35, atom 4 (C): 0.23, atom 5 (O): -0.60



Entry 11:
# C4H2F2O

An isolated molecule of C4H2F2O (ωB97M-V with the def2-TZVPD basis set, the OMol25 dataset).

Geometry (Å):
C (-2.223, 0.050, 0.916)
C (-1.311, -0.472, 0.305)
C (0.291, -0.788, -0.360)
C (1.274, 0.406, -0.377)
O (0.652, -1.854, -0.775)
F (1.766, 0.583, 0.872)
F (0.676, 1.540, -0.754)
H (-3.069, 0.509, 1.310)
H (1.944, 0.028, -1.137)

Atoms 1-2, force components in eV/Å:
C 1.77 -1.03 -1.47
C 3.09 0.16 -0.66

Calculated values
E: -11659.1508 eV
LUMO energy: -0.21 eV
Structure (SMILES): C#CC(=O)C(F)F
ΔE to the lowest compared entry with this formula, charge and spin: 230.9 kJ/mol
Net charge: 0

Mulliken population analysis, charges in e, atoms 1 to 5: atom 1 (C): 0.12, atom 2 (C): -0.60, atom 3 (C): 0.35, atom 4 (C): 0.39, atom 5 (O): -0.42



Entry 12:
# C4H2F5IN2

An isolated molecule of C4H2F5IN2 (ωB97M-V with the def2-TZVPD basis set, the OMol25 dataset).

Geometry (Å):
C (2.111, 0.611, -0.260)
C (0.665, 0.819, -0.273)
C (0.401, 0.913, -1.968)
C (0.439, 2.234, 0.311)
N (3.205, 0.392, -0.195)
N (-0.029, -0.092, 0.493)
F (0.356, -0.332, -2.482)
F (-0.796, 1.433, -2.342)
F (1.300, 1.595, -2.630)
F (1.252, 3.038, -0.383)
F (-0.818, 2.645, 0.143)
I (1.134, 2.209, 2.343)
H (-1.022, 0.113, 0.634)
H (0.383, -1.009, 0.604)

Atoms 1-2, force components in eV/Å:
C -3.46 0.10 0.27
C 0.14 1.44 -2.31

Calculated values
E: -28847.6236 eV
LUMO energy: -0.08 eV
Structure (SMILES): N#C[C@](N)(C(F)(F)F)C(F)(F)I
ΔE to the lowest compared entry with this formula, charge and spin: 4.0 kJ/mol
Net charge: 0

Mulliken population analysis, charges in e, atoms 1 to 5: atom 1 (C): -0.01, atom 2 (C): 0.38, atom 3 (C): 0.72, atom 4 (C): 0.29, atom 5 (N): -0.36



Entry 13:
# C4H2F5O4

A cluster of 3 separate species, C4H2F5O4 in total (ωB97M-V with the def2-TZVPD basis set, the OMol25 dataset).

Geometry (Å):
C (0.550, -0.022, -0.029)
C (-1.747, 2.508, 0.684)
C (1.727, 0.384, 0.440)
C (2.975, 0.608, -0.408)
O (-0.515, 0.333, 0.720)
O (0.387, -0.443, -1.327)
O (-1.820, 2.451, -0.450)
O (-1.689, 2.651, 1.846)
F (2.482, -1.558, 1.131)
F (1.715, 1.150, 1.569)
F (4.101, 0.776, 0.279)
F (2.992, -0.378, -1.356)
F (2.943, 1.751, -1.222)
H (0.500, -1.325, -1.563)
H (-0.790, -0.281, 1.364)

Atoms 1-2, force components in eV/Å:
C 1.59 0.33 -0.61
C 0.47 0.42 3.05

Calculated values
E: -25958.0066 eV
LUMO energy: 3.05 eV
Net charge: -1

Mulliken population analysis, charges in e, atoms 1 to 5: atom 1 (C): 0.14, atom 2 (C): 0.82, atom 3 (C): 0.41, atom 4 (C): 0.75, atom 5 (O): -0.40



Number 1: F_max 0.584 eV Å⁻¹. Number 2: F_max 3.840 eV Å⁻¹. Number 3: F_max 1.388 eV Å⁻¹. Number 4: F_max 5.905 eV Å⁻¹. Number 5: F_max 4.388 eV Å⁻¹. Number 6: F_max 5.660 eV Å⁻¹. Number 7: F_max 2.146 eV Å⁻¹. Number 8: F_max 4.081 eV Å⁻¹. Number 9: F_max 8.107 eV Å⁻¹. Number 10: F_max 2.557 eV Å⁻¹. Number 11: F_max 3.460 eV Å⁻¹. Number 12: F_max 3.930 eV Å⁻¹. Number 13: F_max 3.381 eV Å⁻¹.